{"formula": "C10H11N", "method": "wB97M-V/def2-TZVPD", "spin_multiplicity": 1, "e_homo_ev": [-7.734, -7.733], "largest_force_ev_per_a": 5.46, "symbols": ["C", "C", "N", "C", "C", "C", "C", "C", "C", "C", "C", "H", "H", "H", "H", "H", "H", "H", "H", "H", "H", "H"], "xyz": [[1.531, -2.555, -0.009], [0.690, -1.319, 0.078], [-0.506, -1.410, 0.514], [-1.216, -0.370, 0.994], [-2.416, 0.149, 0.437], [-2.551, 1.545, 0.101], [-1.516, 2.279, -0.447], [-0.127, 1.873, -0.630], [0.659, 1.136, 0.194], [-0.196, 0.654, 1.477], [1.403, -0.096, -0.348], [2.079, -2.680, -0.900], [0.947, -3.406, 0.195], [2.351, -2.569, 0.742], [-3.222, -0.512, 0.146], [-3.513, 1.867, 0.088], [-1.710, 3.238, -1.028], [0.327, 2.243, -1.511], [0.288, 0.123, 2.271], [-0.639, 1.558, 1.791], [2.232, -0.113, 0.277], [1.668, 0.184, -1.346]]}